# 1
ORCA calculation (the ωB97M-V functional and the def2-TZVPD basis) on a structure of composition C48H44ClCoIN6O2Si.

Last column: Löwdin charge in e.
Element x y z (Å)
Co (0.561, 0.366, 1.725)  0.47
Cl (3.122, -1.941, 7.812)  0.61
C (2.231, -1.051, 6.590)  -0.63
C (1.514, 0.063, 6.952)  -0.21
C (0.751, 0.764, 6.023)  -0.66
I (-0.368, 2.416, 6.627)  0.83
C (0.638, 0.372, 4.668)  -0.47
O (-0.133, 0.867, 3.817)  -0.09
C (1.537, -0.725, 4.296)  -0.12
N (1.599, -0.985, 2.970)  0.08
C (2.262, -2.035, 2.553)  -0.14
C (2.943, -2.894, 3.428)  -0.05
C (2.966, -2.605, 4.765)  -0.04
C (2.262, -1.478, 5.246)  -0.19
H (1.534, 0.391, 7.984)  0.08
H (2.293, -2.194, 1.479)  0.08
H (3.468, -3.752, 3.028)  0.10
H (3.508, -3.230, 5.463)  0.08
C (-0.770, 1.275, 0.704)  -0.06
C (-1.704, 1.668, 0.014)  -0.15
C (-2.791, 2.089, -0.812)  -0.21
C (-3.650, 3.130, -0.309)  -0.19
C (-4.970, 3.376, -0.763)  -0.07
C (-5.757, 4.383, -0.231)  -0.14
C (-5.294, 5.202, 0.794)  -0.17
C (-4.015, 4.952, 1.292)  -0.13
C (-3.224, 3.950, 0.768)  -0.05
C (-2.917, 1.451, -2.089)  -0.18
C (-3.687, 1.937, -3.182)  -0.07
C (-3.724, 1.291, -4.405)  -0.15
C (-2.997, 0.127, -4.643)  -0.16
C (-2.205, -0.352, -3.601)  -0.13
C (-2.163, 0.279, -2.375)  -0.05
H (-5.395, 2.727, -1.519)  0.08
H (-6.766, 4.519, -0.613)  0.08
H (-5.914, 5.991, 1.205)  0.07
H (-3.632, 5.551, 2.113)  0.09
H (-2.245, 3.752, 1.191)  0.08
H (-4.226, 2.869, -3.073)  0.08
H (-4.325, 1.718, -5.204)  0.08
H (-3.030, -0.371, -5.606)  0.07
H (-1.598, -1.243, -3.754)  0.07
H (-1.527, -0.101, -1.589)  0.07
N (-2.132, -4.368, -2.663)  0.18
C (-3.052, -5.293, -3.104)  -0.19
C (-3.267, -5.896, -4.338)  -0.03
C (-4.305, -6.808, -4.415)  -0.12
C (-5.098, -7.110, -3.298)  -0.12
C (-4.878, -6.505, -2.076)  -0.03
C (-3.841, -5.578, -1.980)  -0.23
N (-3.420, -4.830, -0.896)  0.18
C (-2.416, -4.120, -1.342)  -0.26
C (-1.649, -3.149, -0.558)  -0.14
C (-2.152, -2.678, 0.654)  0.02
C (-1.451, -1.701, 1.333)  -0.07
N (-0.281, -1.217, 0.901)  -0.01
C (0.221, -1.686, -0.243)  -0.09
C (-0.436, -2.642, -1.001)  0.00
H (-1.502, -3.830, -3.232)  0.15
H (-2.656, -5.662, -5.202)  0.11
H (-4.512, -7.296, -5.361)  0.09
H (-5.904, -7.829, -3.402)  0.09
H (-5.489, -6.729, -1.209)  0.11
H (-3.106, -3.033, 1.021)  0.11
H (-1.833, -1.249, 2.245)  0.13
H (1.164, -1.239, -0.557)  0.10
H (0.019, -2.954, -1.934)  0.11
C (3.377, 4.742, 0.469)  -0.06
N (2.245, 4.086, 1.066)  -0.17
C (0.929, 4.644, 0.825)  -0.03
C (2.369, 2.893, 1.676)  -0.30
O (1.420, 2.277, 2.127)  -0.04
H (3.479, 5.765, 0.848)  0.08
H (3.270, 4.781, -0.620)  0.09
H (4.286, 4.188, 0.703)  0.07
H (0.881, 5.669, 1.206)  0.09
H (0.190, 4.022, 1.327)  0.08
H (0.709, 4.647, -0.247)  0.10
H (3.402, 2.528, 1.710)  0.11
C (4.570, 0.285, 2.432)  -0.18
Si (4.253, 0.004, 0.579)  0.36
C (4.868, -1.776, 0.218)  -0.20
C (5.548, 1.110, -0.276)  -0.18
N (2.672, 0.407, 0.118)  -0.08
C (2.429, 0.711, -1.205)  -0.42
C (1.462, 1.684, -1.559)  -0.04
C (1.203, 2.014, -2.875)  -0.10
C (1.884, 1.398, -3.923)  -0.14
C (2.808, 0.413, -3.612)  -0.14
C (3.063, 0.066, -2.291)  -0.09
H (5.422, 0.964, 2.548)  0.02
H (4.824, -0.645, 2.948)  0.02
H (3.724, 0.725, 2.961)  0.01
H (5.643, -2.074, 0.934)  0.02
H (5.300, -1.840, -0.786)  0.01
H (4.063, -2.515, 0.269)  0.00
H (6.540, 0.645, -0.283)  0.02
H (5.638, 2.068, 0.246)  0.00
H (5.265, 1.320, -1.311)  0.02
H (0.879, 2.124, -0.762)  0.06
H (0.432, 2.748, -3.089)  0.10
H (1.664, 1.652, -4.954)  0.08
H (3.333, -0.110, -4.408)  0.08
H (3.773, -0.731, -2.081)  0.08

2S+1	2
E	-4764.7609	Ha
E_LUMO (alpha / beta)	3.67 / 3.68	eV
total charge	-2
energy above the lowest of the compared OMol25 structures with the same formula, charge and spin	1.5	kcal/mol
gap between HOMO and LUMO (alpha / beta)	3.598 / 3.599	eV

***

# 2
ORCA calculation (the ωB97M-V functional and the def2-TZVPD basis) on a structure of composition C48H45BrCl2N8O3Re in a non-equilibrium geometry.

Last column: Löwdin charge in e.
Element x y z (Å)
Re (1.334, -0.427, -0.955)  1.60
N (3.304, 3.404, -0.975)  0.17
C (2.735, 2.311, -1.434)  -0.11
N (2.774, 1.150, -0.826)  -0.01
C (3.473, 1.057, 0.410)  -0.25
N (3.556, -0.089, 0.990)  0.14
N (2.918, -1.023, 0.213)  -0.16
C (3.520, -2.130, -0.020)  0.01
C (3.188, -2.710, -1.311)  -0.23
C (3.834, -3.821, -1.816)  0.02
C (3.701, -4.131, -3.161)  0.00
C (2.908, -3.320, -3.954)  -0.01
C (2.241, -2.259, -3.371)  -0.11
N (2.366, -1.943, -2.079)  -0.04
C (4.090, 2.245, 0.961)  -0.09
C (4.767, 2.233, 2.184)  0.01
C (5.313, 3.400, 2.671)  -0.03
C (5.188, 4.588, 1.947)  -0.04
C (4.528, 4.613, 0.736)  0.01
C (3.984, 3.436, 0.247)  -0.16
H (3.222, 4.256, -1.511)  0.17
H (2.200, 2.397, -2.369)  0.13
H (4.369, -2.448, 0.573)  0.15
H (4.460, -4.410, -1.156)  0.14
H (4.218, -4.981, -3.588)  0.13
H (2.788, -3.510, -5.012)  0.13
H (1.574, -1.649, -3.961)  0.11
H (4.854, 1.297, 2.720)  0.13
H (5.839, 3.397, 3.616)  0.12
H (5.620, 5.501, 2.335)  0.12
H (4.436, 5.537, 0.173)  0.13
C (-5.341, -5.450, 1.021)  -0.05
C (-5.106, -3.983, 1.385)  -0.55
C (-6.305, -3.152, 0.882)  -0.02
C (-4.999, -3.858, 2.917)  -0.02
C (-3.845, -3.423, 0.770)  -0.10
C (-3.498, -2.078, 0.973)  -0.08
C (-2.376, -1.548, 0.422)  -0.48
Br (-2.212, 0.302, 0.743)  1.03
C (-1.419, -2.317, -0.388)  -0.25
O (-0.307, -1.827, -0.799)  -0.16
C (-1.843, -3.710, -0.648)  -0.02
C (-2.992, -4.172, -0.049)  0.03
C (-1.168, -4.779, -1.528)  -0.53
C (0.061, -4.311, -2.275)  -0.07
C (-0.746, -5.967, -0.642)  -0.02
C (-2.178, -5.256, -2.591)  -0.03
H (-6.259, -5.789, 1.502)  0.10
H (-4.530, -6.094, 1.371)  0.09
H (-5.467, -5.584, -0.057)  0.09
H (-7.223, -3.551, 1.315)  0.10
H (-6.386, -3.210, -0.206)  0.10
H (-6.226, -2.101, 1.168)  0.08
H (-5.915, -4.237, 3.373)  0.10
H (-4.869, -2.821, 3.235)  0.09
H (-4.158, -4.443, 3.297)  0.10
H (-4.130, -1.431, 1.568)  0.10
H (-3.261, -5.201, -0.233)  0.09
H (0.852, -4.048, -1.576)  0.07
H (-0.176, -3.454, -2.906)  0.09
H (0.414, -5.121, -2.914)  0.10
H (-0.065, -5.640, 0.149)  0.10
H (-0.230, -6.708, -1.256)  0.10
H (-1.599, -6.457, -0.173)  0.08
H (-2.515, -4.421, -3.211)  0.10
H (-3.056, -5.729, -2.152)  0.08
H (-1.695, -5.989, -3.240)  0.10
N (1.430, 1.728, -7.044)  0.20
C (0.858, 1.561, -6.060)  -0.16
C (0.147, 1.329, -4.833)  -0.19
C (-1.196, 1.672, -4.687)  0.03
C (-1.802, 1.405, -3.475)  0.00
C (-1.072, 0.800, -2.466)  -0.10
N (0.221, 0.461, -2.603)  -0.07
C (0.813, 0.740, -3.773)  -0.12
H (-1.732, 2.141, -5.502)  0.14
H (-2.836, 1.666, -3.295)  0.13
H (-1.526, 0.591, -1.511)  0.00
H (1.865, 0.497, -3.873)  0.12
Cl (1.923, 5.740, 3.675)  0.75
C (1.276, 6.257, 2.159)  -0.59
C (1.503, 7.568, 1.775)  -0.10
C (1.136, 8.005, 0.514)  -0.07
C (0.581, 7.110, -0.384)  -0.11
C (0.355, 5.803, 0.009)  -0.59
Cl (-0.377, 4.711, -1.137)  0.69
C (0.633, 5.335, 1.307)  -0.32
N (0.347, 4.024, 1.673)  0.07
C (-0.410, 3.629, 2.802)  -0.21
C (-1.308, 4.526, 3.383)  -0.03
C (-2.041, 4.188, 4.505)  -0.07
C (-1.896, 2.936, 5.073)  -0.08
C (-1.028, 2.032, 4.491)  -0.04
C (-0.279, 2.338, 3.355)  -0.15
C (0.762, 1.309, 2.943)  -0.03
C (0.697, 0.547, 1.628)  -0.70
O (0.772, -0.687, 1.641)  -0.03
O (0.640, 1.175, 0.494)  -0.22
H (1.993, 8.242, 2.467)  0.11
H (1.294, 9.036, 0.226)  0.12
H (0.298, 7.429, -1.379)  0.11
H (0.439, 3.320, 0.964)  0.07
H (-1.447, 5.499, 2.928)  0.12
H (-2.729, 4.904, 4.936)  0.11
H (-2.449, 2.668, 5.965)  0.11
H (-0.914, 1.049, 4.939)  0.12
H (0.770, 0.519, 3.687)  0.12
H (1.752, 1.787, 2.957)  0.13

2S+1	4
E	-6092.1064	Ha
E_LUMO (alpha / beta)	-6.10 / -7.25	eV
total charge	+2
energy above the lowest of the compared OMol25 structures with the same formula, charge and spin	37.7	kcal/mol
gap between HOMO and LUMO (alpha / beta)	5.560 / 4.416	eV

***

# 3
ORCA calculation (the ωB97M-V functional and the def2-TZVPD basis) on a structure of composition C48H45F4N6S3Ti in a non-equilibrium geometry.

Last column: Löwdin charge in e.
Element x y z (Å)
Ti (0.740, -2.070, 0.087)  0.92
C (2.131, -5.041, -0.788)  -0.06
C (2.529, -4.412, 0.546)  -0.22
N (2.675, -2.942, 0.456)  -0.29
C (3.761, -2.555, -0.479)  -0.23
C (5.168, -3.043, -0.127)  -0.05
C (2.936, -2.354, 1.790)  -0.15
C (1.730, -2.572, 2.730)  -0.17
N (0.565, -2.656, 1.879)  -0.15
C (-0.531, -3.349, 2.231)  -0.19
C (-1.322, -3.900, 1.198)  -0.11
F (-0.768, -3.801, -0.083)  -0.01
C (-2.506, -4.571, 1.422)  -0.21
F (-3.219, -5.031, 0.390)  0.11
C (-2.935, -4.794, 2.722)  0.08
C (-2.152, -4.318, 3.769)  -0.21
F (-2.542, -4.541, 5.022)  0.12
C (-0.992, -3.597, 3.543)  -0.12
F (-0.300, -3.072, 4.577)  0.09
H (1.693, -6.021, -0.606)  0.09
H (1.383, -4.416, -1.302)  0.06
H (2.988, -5.185, -1.441)  0.08
H (1.744, -4.635, 1.274)  0.11
H (3.455, -4.869, 0.918)  0.13
H (3.492, -2.921, -1.475)  0.12
H (3.773, -1.459, -0.519)  0.08
H (5.217, -4.123, -0.033)  0.07
H (5.843, -2.762, -0.929)  0.09
H (5.541, -2.587, 0.786)  0.07
H (3.833, -2.787, 2.253)  0.14
H (3.089, -1.275, 1.638)  0.11
H (1.863, -3.501, 3.303)  0.13
H (1.671, -1.750, 3.462)  0.12
H (-3.836, -5.345, 2.926)  0.14
N (1.635, -0.520, -0.547)  -0.35
S (1.596, 0.948, -0.358)  0.85
N (0.500, 1.805, -1.214)  -0.34
S (-0.917, 2.265, -0.723)  0.92
N (-1.902, 1.211, -0.141)  -0.34
S (-2.027, -0.357, -0.652)  0.88
N (-0.933, -1.231, -0.204)  -0.36
C (-3.551, -0.800, 0.193)  -0.29
C (-4.756, -1.089, -0.421)  -0.05
C (-5.847, -1.414, 0.375)  -0.04
C (-5.722, -1.455, 1.755)  -0.04
C (-4.496, -1.201, 2.353)  -0.05
C (-3.403, -0.883, 1.569)  -0.08
C (-2.175, -0.201, -2.441)  -0.30
C (-3.237, 0.461, -3.028)  -0.08
C (-3.231, 0.658, -4.401)  -0.05
C (-2.160, 0.217, -5.162)  -0.04
C (-1.104, -0.450, -4.559)  -0.04
C (-1.111, -0.668, -3.192)  -0.06
C (-0.811, 3.530, 0.529)  -0.31
C (0.027, 4.609, 0.279)  -0.07
C (0.145, 5.602, 1.234)  -0.05
C (-0.578, 5.518, 2.417)  -0.04
C (-1.426, 4.443, 2.648)  -0.04
C (-1.549, 3.440, 1.701)  -0.05
C (-1.650, 3.020, -2.163)  -0.31
C (-2.975, 3.418, -2.042)  -0.07
C (-3.625, 3.935, -3.146)  -0.05
C (-2.950, 4.062, -4.352)  -0.04
C (-1.624, 3.670, -4.455)  -0.05
C (-0.962, 3.147, -3.357)  -0.05
C (3.197, 1.486, -0.954)  -0.31
C (4.266, 1.289, -0.091)  -0.09
C (5.558, 1.392, -0.575)  -0.04
C (5.771, 1.657, -1.921)  -0.04
C (4.696, 1.852, -2.775)  -0.05
C (3.400, 1.760, -2.295)  -0.06
C (1.451, 1.525, 1.346)  -0.31
C (2.025, 2.728, 1.725)  -0.08
C (1.907, 3.142, 3.042)  -0.04
C (1.204, 2.365, 3.952)  -0.04
C (0.624, 1.166, 3.558)  -0.04
C (0.748, 0.737, 2.245)  -0.08
H (-4.848, -1.080, -1.496)  0.11
H (-6.799, -1.630, -0.086)  0.12
H (-6.577, -1.699, 2.366)  0.12
H (-4.392, -1.242, 3.426)  0.12
H (-2.426, -0.697, 1.993)  0.11
H (-4.050, 0.833, -2.425)  0.11
H (-4.058, 1.162, -4.876)  0.12
H (-2.143, 0.406, -6.226)  0.12
H (-0.277, -0.802, -5.154)  0.12
H (-0.300, -1.186, -2.678)  0.10
H (0.571, 4.660, -0.652)  0.12
H (0.801, 6.441, 1.057)  0.12
H (-0.488, 6.300, 3.156)  0.12
H (-1.995, 4.386, 3.564)  0.12
H (-2.202, 2.594, 1.847)  0.11
H (-3.471, 3.313, -1.090)  0.12
H (-4.660, 4.226, -3.074)  0.12
H (-3.458, 4.469, -5.210)  0.12
H (-1.108, 3.763, -5.396)  0.12
H (0.068, 2.835, -3.401)  0.10
H (4.078, 1.053, 0.948)  0.11
H (6.394, 1.255, 0.096)  0.12
H (6.778, 1.707, -2.304)  0.12
H (4.864, 2.061, -3.820)  0.12
H (2.544, 1.878, -2.939)  0.10
H (2.562, 3.321, 0.999)  0.12
H (2.361, 4.069, 3.357)  0.12
H (1.093, 2.701, 4.971)  0.12
H (0.077, 0.567, 4.270)  0.12
H (0.318, -0.202, 1.888)  0.08

2S+1	2
E	-4627.4512	Ha
E_LUMO (alpha / beta)	-4.90 / -4.89	eV
total charge	+2
energy above the lowest of the compared OMol25 structures with the same formula, charge and spin	23.7	kcal/mol
gap between HOMO and LUMO (alpha / beta)	6.985 / 7.589	eV

***

# 4
ORCA calculation (the ωB97M-V functional and the def2-TZVPD basis) on a cluster of 2 separate species, C48H45N4O in total in a non-equilibrium geometry.

Last column: Löwdin charge in e.
Element x y z (Å)
C (2.630, 1.016, 1.148)  -0.02
O (1.447, 1.797, 1.410)  -0.16
C (0.885, 2.645, 0.503)  -0.21
C (1.678, 3.008, -0.690)  -0.20
C (1.724, 2.115, -1.778)  -0.04
C (2.416, 2.461, -2.934)  -0.06
C (3.145, 3.653, -2.979)  -0.07
C (3.191, 4.496, -1.865)  -0.06
C (2.459, 4.176, -0.722)  -0.03
C (-0.520, 2.647, 0.472)  -0.08
N (-1.288, 2.808, -0.650)  0.01
C (-1.043, 3.359, -1.924)  -0.22
C (-1.539, 2.621, -3.001)  -0.02
C (-1.285, 3.059, -4.299)  -0.07
C (-0.636, 4.281, -4.502)  -0.08
C (-0.201, 5.045, -3.411)  -0.07
C (-0.438, 4.608, -2.108)  -0.02
N (-2.480, 2.128, -0.544)  0.18
C (-2.503, 1.606, 0.657)  -0.20
C (-3.637, 0.836, 1.170)  -0.15
C (-4.005, 0.798, 2.534)  -0.02
C (-5.135, 0.083, 2.930)  -0.07
C (-5.924, -0.574, 1.975)  -0.07
C (-5.564, -0.542, 0.619)  -0.07
C (-4.429, 0.156, 0.217)  -0.02
N (-1.334, 1.904, 1.345)  0.11
C (-0.900, 1.223, 2.510)  -0.25
C (-0.573, 1.966, 3.631)  -0.02
C (-0.135, 1.293, 4.778)  -0.07
C (-0.001, -0.101, 4.761)  -0.07
C (-0.337, -0.832, 3.617)  -0.05
C (-0.783, -0.159, 2.474)  0.00
H (2.623, 0.236, 1.913)  0.09
H (2.577, 0.566, 0.151)  0.09
H (3.526, 1.645, 1.246)  0.10
H (1.174, 1.172, -1.699)  0.13
H (2.375, 1.791, -3.796)  0.11
H (3.680, 3.919, -3.892)  0.11
H (3.780, 5.417, -1.891)  0.11
H (2.429, 4.830, 0.152)  0.07
H (-2.075, 1.694, -2.799)  0.11
H (-1.597, 2.433, -5.134)  0.11
H (-0.457, 4.639, -5.520)  0.11
H (0.340, 5.976, -3.583)  0.11
H (-0.142, 5.194, -1.236)  0.12
H (-3.390, 1.320, 3.268)  0.11
H (-5.402, 0.044, 3.988)  0.11
H (-6.819, -1.114, 2.290)  0.11
H (-6.170, -1.060, -0.126)  0.11
H (-4.115, 0.182, -0.828)  0.11
H (-0.690, 3.053, 3.610)  0.11
H (0.088, 1.876, 5.674)  0.11
H (0.370, -0.620, 5.651)  0.11
H (-0.250, -1.920, 3.593)  0.11
H (-1.030, -0.700, 1.555)  0.14
C (3.330, 4.060, 5.815)  -0.02
C (4.048, 3.321, 4.680)  -0.53
C (5.465, 2.931, 5.124)  -0.04
C (3.242, 2.084, 4.315)  -0.03
C (4.140, 4.262, 3.485)  -0.09
N (5.275, 4.961, 3.269)  0.17
C (5.061, 6.026, 2.401)  -0.18
C (3.712, 5.981, 2.007)  -0.14
C (3.178, 7.031, 1.259)  -0.03
C (3.994, 8.137, 0.991)  -0.06
C (5.311, 8.203, 1.478)  -0.07
C (5.871, 7.131, 2.184)  0.00
C (3.108, 4.824, 2.669)  -0.10
C (1.714, 4.598, 2.640)  0.08
C (0.841, 5.675, 3.014)  -0.20
C (1.286, 6.720, 3.880)  0.00
C (0.440, 7.739, 4.282)  -0.02
C (-0.904, 7.752, 3.882)  -0.25
C (-1.797, 8.851, 4.375)  -0.04
C (-1.365, 6.737, 3.027)  -0.01
C (-0.511, 5.733, 2.587)  -0.01
H (2.314, 4.350, 5.513)  0.08
H (3.256, 3.402, 6.692)  0.10
H (3.886, 4.961, 6.111)  0.10
H (6.034, 2.475, 4.302)  0.10
H (6.022, 3.791, 5.519)  0.09
H (5.404, 2.196, 5.936)  0.10
H (3.795, 1.445, 3.615)  0.09
H (3.013, 1.502, 5.218)  0.10
H (2.291, 2.364, 3.853)  0.06
H (6.178, 4.765, 3.687)  0.16
H (2.152, 6.989, 0.888)  0.12
H (3.591, 8.970, 0.411)  0.11
H (5.904, 9.101, 1.312)  0.11
H (6.887, 7.130, 2.580)  0.12
H (1.297, 3.612, 2.503)  0.07
H (2.312, 6.717, 4.255)  0.13
H (0.825, 8.535, 4.929)  0.13
H (-2.851, 8.583, 4.251)  0.08
H (-1.600, 9.043, 5.439)  0.09
H (-1.624, 9.797, 3.842)  0.10
H (-2.410, 6.740, 2.706)  0.12
H (-0.846, 4.970, 1.881)  0.11

E	-2150.0720	Ha
E_LUMO	-4.41	eV
total charge	+1
energy above the lowest of the compared OMol25 structures with the same formula, charge and spin	23.8	kcal/mol
gap between HOMO and LUMO	4.224	eV